A | {
  "formula": "C25H35BrCl2GaN2OSSi3",
  "method": "ωB97M-V/def2-TZVPD",
  "gap_ev": 6.48,
  "total_charge": -1,
  "elements": ["Br", "Ga", "Cl", "Cl", "S", "Si", "Si", "Si", "O", "N", "N", "C", "C", "C", "C", "C", "C", "C", "C", "C", "C", "C", "C", "C", "C", "C", "C", "C", "C", "C", "C", "C", "C", "C", "C", "C", "H", "H", "H", "H", "H", "H", "H", "H", "H", "H", "H", "H", "H", "H", "H", "H", "H", "H", "H", "H", "H", "H", "H", "H", "H", "H", "H", "H", "H", "H", "H", "H", "H", "H", "H"],
  "coordinates": [[-2.692, -5.101, -0.673], [-0.544, 0.138, 1.073], [-0.553, 0.093, 4.029], [4.725, 0.494, 2.852], [1.793, 0.279, 1.778], [1.252, 0.018, -1.888], [-1.264, 1.751, -1.585], [-1.584, -1.263, -1.963], [-2.215, 0.010, 1.492], [-0.158, -2.199, 1.305], [-0.361, 2.399, 0.942], [2.081, 0.294, 3.502], [-0.797, 4.348, -0.323], [2.290, -1.422, -1.250], [1.103, 0.213, 4.509], [1.404, 0.227, 5.860], [-0.354, -4.921, 0.876], [0.584, -4.390, 1.798], [-0.665, -2.980, -1.989], [-3.335, -1.362, -1.250], [-0.472, 5.144, 0.760], [-0.093, 4.536, 1.949], [-0.056, 3.156, 1.993], [1.436, -0.159, -3.769], [-2.026, -1.070, -3.802], [0.671, -3.043, 1.971], [2.227, 1.586, -1.481], [-0.806, 2.591, -3.221], [-0.732, 2.958, -0.212], [-1.188, -4.085, 0.203], [-1.032, -2.661, 0.478], [3.724, 0.405, 5.325], [2.721, 0.323, 6.277], [-0.502, 0.100, -1.278], [-3.133, 1.934, -1.514], [3.402, 0.390, 3.980], [2.319, 1.753, -0.407], [-0.438, -5.991, 0.745], [2.498, -0.099, -4.026], [-2.664, -1.901, -4.115], [-0.209, -3.297, -0.981], [1.400, -2.574, 2.619], [3.236, 1.498, -1.894], [0.231, 2.624, 2.893], [1.775, 2.480, -1.915], [-1.164, -1.028, -4.469], [0.263, 2.729, -3.379], [-0.515, 6.224, 0.682], [1.069, -1.124, -4.128], [-1.183, 1.979, -4.045], [0.594, 0.160, 6.574], [-1.387, -3.717, -2.276], [-1.289, 3.569, -3.298], [-3.850, -0.445, -1.525], [3.301, -1.294, -1.651], [0.169, 5.113, 2.826], [2.965, 0.335, 7.331], [-3.484, 1.594, -0.537], [-3.850, -2.196, -1.740], [-1.101, 4.796, -1.261], [2.370, -1.459, -0.165], [1.223, -5.058, 2.360], [-2.595, -0.144, -3.942], [-3.453, -1.445, -0.169], [1.925, -2.388, -1.602], [4.764, 0.481, 5.612], [0.909, 0.621, -4.323], [-3.662, 1.394, -2.300], [-3.366, 2.997, -1.632], [0.134, -2.929, -2.736], [-1.788, -1.989, 0.123]]
}



B | {
  "formula": "C25H35BrCl2GaN2OSSi3",
  "method": "ωB97M-V/def2-TZVPD",
  "gap_ev": [5.49, 5.49],
  "total_charge": -1,
  "elements": ["Br", "Ga", "Cl", "Cl", "S", "Si", "Si", "Si", "O", "N", "N", "C", "C", "C", "C", "C", "C", "C", "C", "C", "C", "C", "C", "C", "C", "C", "C", "C", "C", "C", "C", "C", "C", "C", "C", "C", "H", "H", "H", "H", "H", "H", "H", "H", "H", "H", "H", "H", "H", "H", "H", "H", "H", "H", "H", "H", "H", "H", "H", "H", "H", "H", "H", "H", "H", "H", "H", "H", "H", "H", "H"],
  "coordinates": [[-5.747, 2.864, -0.110], [-0.163, 0.510, 0.179], [0.767, 0.288, 6.232], [-1.137, 2.676, 1.810], [0.178, 0.497, 2.779], [-1.285, -1.178, -2.178], [0.968, -2.904, -0.437], [2.059, -0.544, -2.078], [-0.412, 0.371, -1.771], [1.267, -0.800, 1.258], [-1.710, 2.208, -0.521], [-0.234, 1.648, 4.085], [-2.029, 0.443, -3.433], [-1.349, 3.281, -1.303], [2.243, -3.976, -1.325], [0.581, -1.322, -1.252], [-0.026, 1.617, 5.457], [2.793, -1.981, 3.418], [-2.994, 2.164, -0.195], [-0.482, -4.004, 0.045], [-1.364, 3.809, 4.341], [-1.387, -2.513, -3.515], [2.520, -0.675, 3.558], [1.774, -0.085, 2.450], [-3.936, 3.085, -0.628], [3.658, -0.753, -1.076], [-2.219, 4.262, -1.712], [-2.618, -1.428, -0.856], [2.311, -1.291, -3.799], [1.646, -2.120, 1.239], [-1.131, 3.744, 5.712], [2.346, -2.718, 2.248], [-0.473, 2.661, 6.260], [-3.566, 4.158, -1.395], [-0.917, 2.774, 3.554], [2.031, 1.346, -2.308], [-3.079, 0.315, -3.781], [3.362, -2.501, 4.182], [3.581, -0.206, -0.133], [-3.592, -1.120, -1.248], [3.056, 1.717, -2.417], [-1.471, 4.544, 6.356], [1.471, 1.632, -3.201], [-1.149, -3.481, 0.731], [3.195, -3.474, -1.472], [2.443, -4.895, -0.763], [-3.292, 1.341, 0.443], [-1.275, -3.520, -3.101], [1.859, -4.269, -2.305], [1.480, -1.022, -4.455], [-1.056, -4.335, -0.824], [-4.286, 4.897, -1.716], [-0.302, 2.615, 7.327], [1.659, 1.210, 2.378], [-1.415, 0.523, -4.337], [2.367, -2.379, -3.739], [3.236, -0.930, -4.264], [-0.292, 3.317, -1.531], [1.594, 1.851, -1.442], [-2.426, -0.847, 0.053], [-1.845, 5.101, -2.282], [2.597, -3.768, 2.167], [4.497, -0.332, -1.641], [-1.882, 4.647, 3.896], [-2.694, -2.477, -0.564], [-0.596, -2.351, -4.248], [-0.116, -4.898, 0.559], [-1.985, 1.317, -2.887], [2.838, -0.083, 4.401], [-2.351, -2.468, -4.034], [3.908, -1.785, -0.842]]
}



Stability verdict: A, ahead by 9.648 eV



A | {
  "formula": "C15H23N3O3S",
  "method": "ωB97M-V/def2-TZVPD",
  "gap_ev": 7.80,
  "elements": ["S", "O", "O", "O", "N", "N", "N", "C", "C", "C", "C", "C", "C", "C", "C", "C", "C", "C", "C", "C", "C", "C", "H", "H", "H", "H", "H", "H", "H", "H", "H", "H", "H", "H", "H", "H", "H", "H", "H", "H", "H", "H", "H", "H", "H"],
  "coordinates": [[4.434, -2.959, 1.935], [5.760, -2.036, 1.777], [4.108, -3.720, 3.169], [-1.770, 4.153, -1.359], [1.402, -1.713, -0.739], [3.144, -1.875, 1.314], [-2.843, 1.912, -1.059], [2.693, -1.477, -0.764], [-1.780, 0.996, -0.808], [-5.150, 3.824, -0.080], [4.610, -4.253, 0.569], [-4.434, 3.885, -1.502], [1.934, -2.237, 1.776], [-1.983, -0.295, -0.971], [0.521, 0.371, -1.012], [-0.947, -1.236, -0.810], [-0.371, 1.376, -1.167], [3.391, -0.949, 0.500], [-4.410, 4.486, 1.104], [-2.906, 3.331, -1.317], [1.244, -2.894, 0.458], [0.296, -0.758, -0.722], [-0.146, 2.689, -1.141], [-4.150, 5.472, 0.728], [3.851, -4.754, 0.292], [4.817, -3.824, -0.243], [3.020, 0.101, 0.803], [2.747, -0.527, -1.525], [3.253, -2.272, -1.216], [1.385, -1.496, 2.013], [1.867, -3.250, 2.243], [-6.173, 4.149, -0.027], [1.496, 0.867, -0.954], [-3.940, 1.323, -0.968], [4.412, -0.805, 0.238], [0.141, -3.070, 0.591], [-4.796, 4.456, 2.118], [-3.010, -0.588, -1.003], [-1.397, -2.402, -0.769], [5.450, -4.717, 0.870], [1.732, -3.749, -0.167], [-5.180, 2.437, 0.394], [-3.244, 4.064, 1.270], [-4.865, 3.270, -2.183], [-4.215, 4.691, -1.655]]
}



B | {
  "formula": "C15H23N3O3S",
  "method": "ωB97M-V/def2-TZVPD",
  "gap_ev": 8.69,
  "elements": ["S", "O", "O", "O", "N", "N", "N", "C", "C", "C", "C", "C", "C", "C", "C", "C", "C", "C", "C", "C", "C", "C", "H", "H", "H", "H", "H", "H", "H", "H", "H", "H", "H", "H", "H", "H", "H", "H", "H", "H", "H", "H", "H", "H", "H"],
  "coordinates": [[-4.092, -1.199, -1.549], [2.246, -1.787, -0.053], [1.597, 0.823, 3.485], [2.501, 0.475, -4.231], [-1.452, 1.231, 2.287], [-2.363, 0.277, -0.197], [-1.770, -0.340, -2.371], [-0.377, -0.456, -2.265], [-3.189, 0.156, 0.982], [0.322, 0.466, 3.961], [-0.795, 1.453, 3.558], [0.196, -1.098, -1.166], [2.384, -0.662, -2.086], [-2.668, -0.382, -1.336], [1.507, -2.450, 0.943], [-1.486, 1.426, -0.127], [1.808, -0.055, -3.191], [-0.604, 1.335, 1.119], [3.907, 0.400, -4.210], [-2.286, 0.050, 2.211], [0.419, 0.048, -3.279], [1.575, -1.194, -1.080], [0.056, -0.553, 3.645], [-0.017, 0.525, -4.141], [-2.903, -0.005, 3.109], [-2.107, 2.328, -0.046], [-0.002, 2.243, 1.198], [4.253, -0.637, -4.191], [-1.697, -0.882, 2.137], [0.891, -3.250, 0.523], [4.240, 0.875, -5.132], [2.244, -2.877, 1.622], [-1.573, 1.430, 4.325], [1.605, 0.800, 2.522], [0.071, 0.468, 1.001], [0.421, 0.466, 5.049], [0.867, -1.759, 1.503], [-3.817, -0.730, 0.884], [3.450, -0.762, -1.970], [-0.366, 2.459, 3.540], [-0.870, 1.498, -1.022], [-0.452, -1.530, -0.422], [-3.832, 1.039, 1.080], [4.325, 0.939, -3.354], [-2.168, -0.603, -3.262]]
}



Stability verdict: B, ahead by 15.939 eV



A | {
  "formula": "C3H5NOS2",
  "method": "ωB97M-V/def2-TZVPD",
  "gap_ev": 8.57,
  "elements": ["S", "S", "O", "N", "C", "C", "C", "H", "H", "H", "H", "H"],
  "coordinates": [[1.203, 0.109, -2.642], [0.737, 1.055, 0.893], [-0.880, -1.040, -0.243], [-0.692, 1.561, 1.471], [1.211, -1.076, -1.257], [0.262, -0.489, -0.100], [-1.780, 0.750, 1.987], [0.530, -2.133, -1.488], [1.697, 1.176, -1.924], [-2.187, -0.107, 1.608], [2.375, -1.184, -0.868], [-2.477, 1.380, 2.561]]
}



B | {
  "formula": "C3H5NOS2",
  "method": "ωB97M-V/def2-TZVPD",
  "gap_ev": 7.93,
  "elements": ["S", "S", "O", "N", "C", "C", "C", "H", "H", "H", "H", "H"],
  "coordinates": [[-0.326, 3.066, 0.602], [-2.232, -0.142, 0.886], [1.622, -1.845, -1.523], [1.059, -0.686, -1.154], [-0.162, 1.469, 0.074], [0.458, -0.965, -0.053], [-0.208, 0.154, 0.723], [-0.055, 1.402, -1.081], [0.131, 0.294, 1.704], [1.676, -1.642, -2.468], [-2.400, 0.830, 1.937], [0.437, -1.934, 0.353]]
}



Stability verdict: B, ahead by 0.463 eV